Record 1
Below is C37H67O3SSe3Si2SnTe as an isolated structure in a non-equilibrium geometry, with properties calculated with ωB97M-V with the def2-TZVPD basis set.

Cartesian coordinates (Å):
H  0.7867  -5.6321  0.1215
C  -2.5387  2.9251  3.8743
O  4.1444  -3.8869  -1.2344
H  0.3169  -6.4165  1.5345
H  -0.0806  3.4938  4.9938
H  -1.9560  5.8110  -0.8802
C  -1.0891  5.0093  0.9488
H  5.7341  -0.9729  -0.7193
C  -3.9734  -2.2515  -2.8038
H  -0.7036  -3.3110  -4.1230
H  3.3741  -5.3711  3.6075
C  -1.7067  -3.4587  -4.5629
C  -1.3157  3.5554  3.2008
O  3.7261  -1.9928  0.5627
H  -4.5350  -0.5041  -5.5900
H  6.4760  -4.5535  -2.3338
H  0.2943  3.8008  -1.4863
C  -0.4746  2.3977  2.5801
C  -3.1011  4.9680  2.0219
Se  -2.4469  2.0163  -4.7457
S  1.1765  -2.8743  -0.7295
H  -2.1523  -4.2605  -3.9067
H  6.6221  -0.2916  0.6963
H  -0.0849  6.0271  -1.4929
H  -1.4104  4.7569  4.9623
C  -2.1321  5.5937  0.1541
H  -4.6428  -2.1957  -6.0136
H  -5.5911  -2.4576  0.7755
C  -5.3188  -2.4344  -0.2840
H  -1.6467  -3.8086  -5.6089
H  0.0266  7.0567  -0.0863
H  5.1385  -4.0984  -3.4334
Se  1.2647  -1.4787  -4.1287
H  5.5479  -0.7868  3.2035
H  -5.8361  4.3428  0.3627
H  -3.8972  6.8898  -1.5658
Se  1.8179  -0.9962  -1.8605
Si  -2.8489  -2.0308  -4.2953
C  1.1863  -4.0951  2.7020
H  6.1396  -3.2407  0.2810
C  -0.6284  4.2376  4.3760
C  4.4931  -5.2075  -1.7755
C  -5.3502  -1.2421  -1.0460
H  4.1066  -1.8268  3.0802
C  5.5610  -4.8835  -2.7868
H  0.2839  -3.7677  2.1495
C  5.8607  -2.9650  1.2999
H  2.3787  5.2046  1.1057
H  1.7253  -3.1858  2.9152
H  4.0182  -0.2419  2.4608
H  2.7439  -5.1160  -3.1442
C  0.3104  5.0009  0.4073
H  -3.2158  -1.1507  -6.5848
C  2.8875  -5.9580  2.8194
H  0.8364  -4.5889  3.6475
H  6.1706  -5.7099  -0.5117
C  5.0273  -1.6686  1.1847
H  -4.8962  -0.2656  -2.8494
C  -3.4014  5.5586  0.7950
H  2.2591  -6.5778  3.4799
C  -4.6761  6.2714  0.3388
H  -5.9228  -0.3926  -0.6210
H  -3.7291  8.2087  -0.3090
H  -5.2637  7.8390  -1.0198
C  -4.0211  -3.4716  -2.1475
H  -3.8439  4.7466  2.8125
C  -5.3341  6.9933  1.5960
H  1.7812  -6.9387  0.8321
H  4.9983  0.2577  0.2786
H  -6.6146  5.6894  -0.3143
H  -3.5239  -4.3366  -2.5260
Sn  -1.1794  -0.1768  -3.2970
C  2.0199  -5.0949  1.9046
H  -0.3064  1.6317  3.3695
C  4.6927  -1.0702  2.5962
O  2.9652  -4.4776  1.0265
H  1.2723  6.1591  2.1253
H  1.5774  3.3464  -0.3202
H  -3.0695  2.2559  3.1819
H  -1.0619  1.9593  1.7302
H  -6.2081  7.6067  1.2801
H  1.5133  6.3028  -0.7730
H  4.5357  -6.0688  0.2364
C  -5.6397  5.2303  -0.2765
C  -4.6500  -3.5541  -0.9250
H  -3.2604  3.6734  4.3257
H  0.1427  4.9673  4.0099
C  -4.6709  -1.1568  -2.2430
C  1.1804  -6.0906  1.0257
H  -5.3208  4.8252  -1.2361
C  0.4707  6.1765  -0.5667
H  3.5850  -6.6455  2.2321
C  3.2127  -5.7735  -2.3752
C  1.3769  5.2420  1.5546
H  -5.6992  6.2944  2.3919
H  5.8257  -5.8303  -3.2854
C  -3.9108  -1.3720  -5.7561
C  5.1450  -6.0311  -0.6551
H  -2.1806  2.3519  4.7099
Te  -0.6249  1.0201  -6.1129
H  -4.6157  7.5554  2.1703
H  0.4674  2.8033  2.1599
C  -4.3212  7.3691  -0.6980
H  6.8273  -2.7376  1.7909
H  5.1305  -7.0795  -1.0657
H  -0.0338  2.8242  -0.0846
C  0.5339  3.6535  -0.4212
H  1.3084  4.5799  2.4365
H  -4.5831  -4.4877  -0.4110
C  5.6420  -0.6111  0.3270
H  3.4305  -6.7228  -2.8886
H  2.5314  -6.0443  -1.5864
Si  3.1806  -3.3233  -0.0967
C  -1.7602  4.5204  2.1071
H  5.2183  -3.7571  1.7406

Values from the calculation:
Charge: -1
LUMO level (alpha / beta), eV: 1.3 / 0.5

Record 2
Below is C5H3NO as an isolated structure in a non-equilibrium geometry, with properties calculated with ωB97M-V with the def2-TZVPD basis set.

Cartesian coordinates (Å):
H  0.5255  0.8974  2.0476
N  -2.1191  2.0498  -1.0155
C  -1.3650  1.2215  -0.7272
C  0.5553  -0.2912  0.4176
O  0.7738  -1.4860  -0.4774
C  1.0822  0.0935  1.5682
H  -0.6964  -1.3999  -2.1051
C  -0.5028  0.1325  -0.4974
H  2.0111  -0.2350  2.0254
C  -0.2542  -0.9732  -1.2145

Values from the calculation:
Energy relative to the best compared isomer or geometry (same formula, charge and spin), kcal per mole: 50.4
LUMO level, eV: 0.0

Record 3
Below is a 2-piece molecular cluster, C2H8N2OS2 overall in a non-equilibrium geometry, with properties calculated with ωB97M-V with the def2-TZVPD basis set.

Cartesian coordinates (Å):
H  4.4554  1.2435  -0.0583
H  -2.5446  0.9090  1.0821
C  -2.4757  -0.1942  0.6526
H  -3.3897  -0.4366  0.2777
N  3.5288  1.4652  0.2770
H  3.5625  1.1790  1.2472
S  0.6955  -0.4728  0.4597
S  1.5493  -1.3499  -1.0352
N  -1.3640  -0.2512  -0.2611
H  -0.8672  -0.2974  -2.1211
H  2.9411  0.8300  -0.2653
H  -2.6780  -0.2007  -1.9087
H  -2.1542  -0.8356  1.6161
O  0.4597  -1.4183  1.4941
C  -1.7188  -0.1701  -1.4568

Values from the calculation:
Energy relative to the best compared isomer or geometry (same formula, charge and spin), kcal per mole: 76.9
LUMO level, eV: -0.2

Record 4
Below is a 2-piece molecular cluster, C12H13F4I2O3 overall in a non-equilibrium geometry, with properties calculated with ωB97M-V with the def2-TZVPD basis set.

Cartesian coordinates (Å):
C  -3.2706  1.7862  -1.2421
C  2.8664  -0.4063  -1.2125
F  -3.2399  3.8798  -0.0207
H  0.3329  -0.4655  2.8946
H  -4.3328  1.4159  -1.1522
O  -2.3213  0.8100  -1.6940
C  1.2700  -0.7899  0.8336
H  4.6189  0.9489  -1.3957
C  1.9867  -1.8398  3.1450
C  -2.8308  2.5259  0.0970
F  -1.4292  2.4912  0.2195
C  2.6746  -0.4719  0.1637
I  1.2916  -0.7613  -2.6311
F  -1.2965  4.3163  -1.1274
H  -3.7419  -0.6317  -0.9314
H  1.0248  -1.8992  0.7077
I  4.4919  -0.1265  1.3358
C  -1.7086  -1.4321  -0.6742
O  -1.7392  -0.4065  1.4762
H  -2.3270  -2.2509  -0.1796
H  4.1440  0.1441  -2.9361
C  1.3647  -0.5820  2.4288
H  -3.2890  2.6057  -2.0330
H  1.9149  0.3756  2.6987
H  2.6892  -3.6916  4.3207
H  -2.9658  -0.9702  -2.5296
H  -0.9575  -1.9615  -1.3227
O  0.2076  0.0652  0.3869
C  -2.7563  -0.5402  -1.4907
C  2.5696  -2.7224  3.7683
F  -3.4859  2.0052  1.2233
C  -1.0517  -0.5554  0.4802
H  5.0551  -0.8708  -1.6414
C  4.2993  -0.0558  -1.8256

Values from the calculation:
Charge: -1
LUMO level, eV: 1.7

Record 5
Below is C24H37BaN4O3SeSi as an isolated structure in a non-equilibrium geometry, with properties calculated with ωB97M-V with the def2-TZVPD basis set.

Cartesian coordinates (Å):
H  1.0615  0.3424  2.4848
C  1.7741  -0.4782  2.6107
H  2.6178  1.5194  -0.2069
H  4.0829  -4.9160  1.7832
H  3.4832  -5.2954  -3.0494
H  -5.0392  1.5597  -0.3955
Si  3.1952  -5.0215  -0.5615
H  2.7989  -7.4702  -0.2687
H  4.0366  -1.8434  3.0545
C  -3.4835  1.2974  4.5297
Ba  -0.6851  1.4812  -0.3500
H  3.1342  0.7465  -2.5779
H  0.4262  5.4670  -2.5126
H  -4.5767  3.3760  -1.4409
C  -3.4185  5.3389  -2.5730
H  0.4234  -1.2762  -1.4397
H  -3.3449  7.3121  -3.3947
C  -1.9329  -0.6946  1.1259
H  5.2324  -4.2079  0.6444
H  -3.8667  1.5971  0.9366
C  -3.9208  -0.0005  4.2907
C  -0.6568  5.4335  -2.5217
O  3.4280  0.9718  1.6672
H  1.9865  2.4135  -1.4266
C  2.3068  0.4530  -1.9205
H  1.8371  -0.7483  3.6662
H  1.6408  -6.5230  0.6801
H  -4.5029  5.2922  -2.5984
C  4.1479  -1.2444  2.1508
O  -0.5912  3.2450  -1.6382
H  2.6101  -0.4384  -1.3647
H  -0.7179  -0.7934  -2.4837
O  -1.1904  1.7753  1.7396
H  5.0948  -5.9686  0.7784
H  3.9216  -1.8952  1.2951
N  1.9455  1.5091  -0.9673
H  -3.8915  1.8491  5.3692
N  -2.4179  -0.6440  -0.0460
N  -3.0558  2.1280  -0.8773
H  1.4380  -1.3646  2.0618
H  -0.9446  -1.1587  1.1944
H  4.7746  -6.1250  -2.1609
C  -3.4915  3.1813  -1.4536
C  -2.7159  4.2348  -2.0639
H  -3.7212  -1.7158  3.0113
C  -3.4072  -0.6951  3.2027
C  -1.3795  6.5081  -2.9752
H  1.4366  -0.6567  -3.5252
H  0.7304  0.9683  -3.2910
C  -3.9982  1.3377  -0.1170
C  3.1475  -0.1248  2.1094
C  -2.0223  1.2354  2.5826
N  0.0457  -0.4487  -1.9101
C  4.5296  -5.0305  0.7935
C  1.1063  0.0750  -2.7791
C  -1.2821  4.2445  -2.0516
C  2.1579  -6.5823  -0.2792
Se  2.0036  -3.1611  -0.5113
H  -0.8628  7.4004  -3.3106
H  -4.6535  -0.4646  4.9382
C  4.1508  -5.2250  -2.1890
C  -3.7817  -0.1721  -0.2626
H  -2.1916  2.9023  3.9218
C  -2.5388  1.8965  3.7153
C  -2.4957  -0.0908  2.3553
C  -2.7782  6.4693  -3.0211
H  4.8030  -4.3635  -2.3441
H  -4.0560  -0.4798  -1.2740
H  -4.4651  -0.6573  0.4415
H  5.1667  -0.8734  2.0554
H  1.4022  -6.7128  -1.0556

Values from the calculation:
Charge: -1
Energy relative to the best compared isomer or geometry (same formula, charge and spin), kcal per mole: 71.1
LUMO level, eV: 2.3

Record 6
Below is a 2-piece molecular cluster, C7H17NO2 overall in a non-equilibrium geometry, with properties calculated with ωB97M-V with the def2-TZVPD basis set.

Cartesian coordinates (Å):
O  0.4211  -1.1534  -1.7615
H  0.2524  -0.2869  0.6312
H  -1.9010  2.2874  0.7715
H  -0.5395  1.5561  1.6040
H  2.5976  -2.2594  0.1261
C  -0.9472  1.7656  0.6080
C  2.3198  0.3085  1.0660
H  0.5346  -0.9161  -2.6955
H  -2.0303  -0.0580  -2.1197
H  -2.1086  -1.4597  -0.0285
H  0.8688  -2.6288  0.2011
C  -1.1190  0.4847  -0.2093
C  -1.8458  0.8309  -1.5086
H  2.0482  1.3422  0.8666
H  -1.5391  -0.8133  1.5172
H  -0.2592  2.4523  0.1057
N  1.3330  -0.5895  0.4489
H  -2.8269  1.2886  -1.3181
H  3.3140  0.1363  0.6485
C  0.6827  -0.0051  -1.0714
H  2.3361  0.1339  2.1422
C  -1.9778  -0.5394  0.5499
C  1.6581  -2.0122  0.6246
O  1.2387  0.9593  -1.5503
H  1.7498  -2.2275  1.6900
H  -1.2792  1.5500  -2.1080
H  -2.9814  -0.1464  0.7695

Values from the calculation:
Energy relative to the best compared isomer or geometry (same formula, charge and spin), kcal per mole: 79.2
LUMO level, eV: 0.7

Computed values of energy (unit: eV) for the preceding records, in sequence: -281357.59957 -8767.82169 -28899.57892 -45863.06422 -111513.82271 -13117.30827.